61
Properties=species:S:1:pos:R:3 method="wB97M-V/def2-TZVPD" e_tot_ev=-75110.9926 gap_ev=9.38 lumo_energy_ev=0.0 smiles="O=C=N[C@@H]1OS(=O)(=O)[C@@](CCSc2nnco2)(P(=O)(O)O)C[C@@H]1CCCF.COC[C@@H](C)N" e_homo_ev=-9.4 charge=0
O 1.34 -1.54 2.44
C 2.42 -1.14 2.56
N 3.61 -0.86 2.63
C 4.06 0.28 1.80
O 2.92 1.15 1.69
S 3.13 2.44 0.77
O 1.93 3.20 0.84
O 4.33 3.12 1.17
C 3.38 1.76 -0.86
C 2.14 1.87 -1.78
C 0.88 1.27 -1.15
S 0.02 0.21 -2.33
C -1.47 -0.06 -1.44
N -1.65 -0.98 -0.56
N -2.95 -0.80 -0.10
C -3.43 0.20 -0.74
O -2.54 0.73 -1.62
P 4.74 2.69 -1.71
O 4.39 4.08 -1.94
O 6.12 2.48 -0.94
O 4.96 1.93 -3.11
C 3.77 0.25 -0.77
C 4.61 -0.21 0.44
C 4.75 -1.75 0.35
C 5.55 -2.19 -0.90
C 4.65 -2.67 -2.06
F 5.26 -3.75 -2.70
H 4.87 0.74 2.36
H 2.38 1.40 -2.74
H 1.99 2.92 -2.00
H 1.13 0.69 -0.26
H 0.23 2.07 -0.79
H -4.41 0.65 -0.65
H 6.00 2.30 0.00
H 5.61 1.22 -2.97
H 4.32 0.03 -1.68
H 2.88 -0.39 -0.81
H 5.63 0.16 0.30
H 3.73 -2.15 0.29
H 5.27 -2.13 1.22
H 6.26 -2.97 -0.67
H 6.05 -1.30 -1.27
H 3.66 -2.97 -1.71
H 4.52 -1.90 -2.82
C -5.76 0.28 2.16
O -5.99 -0.33 0.90
C -6.83 -1.46 0.92
C -8.33 -1.16 0.96
C -8.83 -0.71 2.33
N -8.73 -0.16 -0.04
H -5.72 -0.46 2.96
H -6.52 1.03 2.38
H -4.80 0.79 2.11
H -6.62 -1.99 -0.02
H -6.54 -2.14 1.73
H -8.85 -2.09 0.72
H -8.59 0.34 2.53
H -9.92 -0.79 2.38
H -8.41 -1.32 3.13
H -8.51 -0.52 -0.97
H -8.12 0.64 0.07